No. 1
C5H8Cl4F3NaO3S | ωB97M-V/def2-TZVPD

Geometry as XYZ:
```
25
Properties=species:S:1:pos:R:3:forces:R:3:mulliken_charge:R:1
Na 28.8354 -13.7883 39.1999 0.5 -0.4 0.5 0.843
C 32.3438 -16.2878 39.7339 -1.3 -0.8 1.1 0.575
F 32.5767 -15.3179 38.8730 0.3 0.4 -0.8 -0.203
F 31.5300 -17.2253 39.1280 1.3 0.9 0.3 -0.224
F 33.5118 -16.8253 40.0949 -0.7 -0.1 -0.4 -0.207
S 31.3974 -15.6085 41.2134 -0.8 -1.3 4.1 1.059
O 30.3996 -14.6661 40.7246 -0.4 1.0 -1.9 -0.693
O 30.6805 -16.7648 41.7939 1.7 1.0 -1.2 -0.679
O 32.3830 -14.9734 42.0959 -0.6 -0.8 -1.7 -0.635
Cl 26.6632 -14.1088 41.0506 -0.7 0.0 -0.4 -0.165
C 24.9266 -14.2872 40.4836 0.3 0.0 0.8 -0.512
C 24.7494 -15.3428 39.4112 0.2 0.2 1.0 -0.333
Cl 25.6636 -14.9631 37.9401 -0.2 0.1 -0.2 -0.187
H 24.5107 -13.3020 40.2726 0.4 -0.1 -0.5 0.365
H 24.4048 -14.5941 41.3900 0.1 -0.3 -0.1 0.302
H 23.6719 -15.4108 39.2617 0.1 0.0 -0.6 0.314
H 25.1114 -16.3064 39.7698 0.0 0.1 -0.1 0.301
Cl 31.2505 -12.3971 38.1273 -0.6 0.4 0.1 -0.175
C 32.6235 -12.8143 37.1090 1.0 -0.1 -1.0 -0.461
C 32.7548 -11.9986 35.7788 -0.1 -0.7 1.1 -0.333
Cl 34.3841 -12.3547 35.1719 0.2 -0.1 -0.3 -0.185
H 32.5717 -13.8823 36.8973 -0.1 0.2 -0.1 0.301
H 33.5168 -12.6842 37.7198 -0.1 0.2 0.0 0.337
H 32.7166 -10.9190 35.9239 -0.3 -0.2 0.1 0.306
H 32.0441 -12.3697 35.0404 0.0 0.3 0.1 0.291
```
Positions in Å, forces in eV/Å.

The highest occupied orbital energy is -0.32308 hartree. As for the total charge: 0. The calculation puts the gap between HOMO and LUMO at 8.01 eV. For the LUMO energy, the calculation gives -0.78 eV.

***

No. 2
C5H8ClN2 | ωB97M-V/def2-TZVPD

Geometry as XYZ:
```
16
Properties=species:S:1:pos:R:3:forces:R:3:mulliken_charge:R:1
C 0.0192 -1.3519 0.5852 0.7 0.8 -2.8 -0.529
C -0.7500 -0.2850 0.6465 -1.4 3.3 0.0 -0.170
C 2.8068 -0.0613 -0.0722 -0.7 -2.6 -1.3 0.546
C 0.9658 -1.6353 -0.6142 -3.2 -4.8 1.7 -0.467
C -1.9045 1.8736 -0.0356 1.5 -1.0 -0.6 -0.927
N -0.8397 0.7833 -0.2552 -2.0 0.2 2.6 -0.208
N 2.0651 -0.8929 -0.4776 6.2 5.9 2.6 0.058
Cl 4.1138 0.8534 0.4070 -1.8 -1.0 -0.6 0.068
H -0.0293 -2.1046 1.2708 -0.1 -1.6 1.9 0.451
H -1.3585 -0.0252 1.5511 0.5 -0.8 -0.8 0.336
H 1.2104 -2.7904 -0.3430 -0.1 2.6 -1.4 0.254
H 0.6264 -1.5091 -1.6366 -0.5 -0.3 -0.1 0.369
H -1.4663 2.4498 0.7384 0.1 1.2 0.5 0.355
H -2.0756 2.4764 -0.9535 0.3 -0.6 0.7 0.309
H -2.8431 1.5167 0.3579 -0.3 -0.6 -0.3 0.315
H -0.5402 0.7025 -1.1693 0.7 -0.5 -2.0 0.238
```
Positions in Å, forces in eV/Å.

The highest occupied orbital energy is -0.44612 hartree. As for the total charge: +1. The calculation puts the gap between HOMO and LUMO at 7.31 eV. For the LUMO energy, the calculation gives -4.83 eV. As for the SMILES: CN/C=C\C[N+]#CCl.

***

No. 3
C5H8ClN4OPS | ωB97M-V/def2-TZVPD

Geometry as XYZ:
```
21
Properties=species:S:1:pos:R:3:forces:R:3:mulliken_charge:R:1
O 5.0166 -1.4271 0.5069 -0.5 1.9 1.1 -0.499
P 4.3707 0.1862 0.6960 1.3 -0.5 -0.8 0.325
Cl 4.3726 0.5858 2.8029 -0.6 -0.7 -1.2 -0.229
C 2.5333 0.1326 0.0310 0.4 -1.1 1.2 0.519
N 1.5631 0.5862 0.9767 2.0 -1.5 -3.2 -0.428
N 0.3294 0.5083 0.5492 0.6 -1.4 -3.9 0.022
C 0.2063 -0.0158 -0.7784 -2.5 -0.3 -0.6 0.248
C -1.3787 -0.1707 -1.3080 1.0 1.0 -0.8 -0.234
C -2.3989 0.9009 -0.6018 -0.5 -0.2 -0.3 -0.589
C -2.9029 0.4948 0.9043 1.0 1.8 0.0 -0.483
S -3.7921 -1.1487 1.0315 0.0 0.0 -0.3 -0.218
N 1.1852 -0.4300 -1.7389 -2.1 1.5 3.3 -0.240
N 2.4178 -0.3508 -1.3084 -0.4 1.4 3.8 -0.268
H 5.9543 -1.4354 0.8640 -1.6 0.3 -0.6 0.341
H -1.7356 -1.2905 -1.2605 0.8 2.3 0.2 0.153
H -1.3597 0.1067 -2.4689 0.1 -0.7 2.5 0.260
H -1.9306 1.9967 -0.6189 -0.9 -2.5 0.2 0.297
H -3.3690 0.9451 -1.2919 2.1 -0.1 1.5 0.319
H -2.0377 0.5477 1.7241 -1.8 -0.3 -2.1 0.288
H -3.6789 1.3388 1.2363 1.4 -2.1 -0.8 0.307
H -3.3651 -2.0606 0.0529 0.1 1.5 0.7 0.110
```
Positions in Å, forces in eV/Å.

The highest occupied orbital energy is -0.33700 hartree. As for the total charge: 0. The calculation puts the gap between HOMO and LUMO at 7.98 eV. For the LUMO energy, the calculation gives -1.19 eV. As for the SMILES: OP(Cl)c1nnc(CCCS)nn1.

***

No. 4
C5H8ClNO2 | ωB97M-V/def2-TZVPD

Geometry as XYZ:
```
17
Properties=species:S:1:pos:R:3:forces:R:3:mulliken_charge:R:1
C -2.6445 0.3839 -0.5115 0.5 0.9 0.0 0.111
C -0.6026 -0.0239 0.7574 -0.7 -0.3 -1.9 0.316
C -0.5731 -0.0267 2.2316 1.1 -3.4 -0.7 -1.367
C 2.3870 -0.1382 -1.4099 -0.2 -1.6 -2.3 -1.256
C 0.9449 -0.0945 -1.2367 -0.6 -0.4 2.2 0.545
N 0.5554 -0.2278 0.0619 -3.8 1.5 -2.0 -0.158
O -3.4145 1.1193 -1.0247 -0.5 1.0 -0.2 -0.459
O -1.5593 0.8109 0.1514 0.8 0.7 0.5 -0.317
Cl -0.1649 0.1281 -2.4774 -0.4 0.0 -0.4 -0.191
H -2.7522 -0.6448 -0.5810 0.1 -2.5 0.2 0.472
H 0.1343 0.6318 2.6327 0.9 1.4 0.9 0.354
H -1.5463 0.1391 2.5625 -1.5 0.5 0.9 0.383
H -0.2742 -1.0804 2.5957 -0.5 1.5 -0.4 0.330
H 2.7984 -1.0564 -1.0642 0.4 -0.8 1.1 0.349
H 2.6854 -0.2419 -2.4510 -0.2 0.7 -0.3 0.381
H 2.8164 0.6872 -0.9725 1.5 1.8 0.9 0.322
H 1.2098 -0.3657 0.7357 3.1 -0.9 1.6 0.185
```
Positions in Å, forces in eV/Å.

The highest occupied orbital energy (alpha / beta) is -0.24758 / -0.25382 hartree. As for the total charge: 0. The calculation puts the gap between HOMO and LUMO (alpha / beta) at 7.27 / 7.52 eV. For the LUMO energy (alpha / beta), the calculation gives 0.53 / 0.61 eV.

***

No. 5
C5H8ClPS | ωB97M-V/def2-TZVPD

Geometry as XYZ:
```
16
Properties=species:S:1:pos:R:3:forces:R:3:mulliken_charge:R:1
C 0.7133 0.1446 -0.7631 1.3 2.9 -1.2 -0.424
C -0.1879 0.0777 0.2380 -0.3 1.1 -1.0 1.057
C 1.3654 -1.0166 -1.4824 -3.7 1.2 -0.2 -0.813
C -0.4788 -1.2260 0.6724 0.0 -3.1 -0.9 -1.074
C -0.9330 1.3115 0.7641 2.4 -0.2 0.4 -1.395
P -0.2392 -2.0975 -1.6806 -0.7 2.9 1.0 0.495
S -1.4487 -1.7475 -3.1965 0.8 -0.1 1.3 -0.355
Cl 0.4236 -3.9183 -1.6738 0.7 -2.3 0.0 -0.210
H 0.9221 1.1944 -1.1101 0.0 -1.2 0.0 0.256
H 1.9036 -0.9057 -2.4176 0.0 0.5 0.1 0.421
H 1.8423 -1.5617 -0.7598 1.7 -1.8 1.5 0.330
H 0.4449 -1.7252 1.0944 -1.4 -0.1 -0.5 0.297
H -1.4802 -1.5340 1.0432 1.0 0.4 0.0 0.374
H -1.4207 1.1296 1.7049 -0.5 -0.2 0.2 0.363
H -1.5335 1.8327 0.0648 -1.0 0.0 -0.8 0.326
H -0.1307 2.0318 0.9850 -0.2 0.0 0.1 0.351
```
Positions in Å, forces in eV/Å.

The highest occupied orbital energy (alpha / beta) is -0.30525 / -0.30525 hartree. As for the total charge: 0. The calculation puts the gap between HOMO and LUMO (alpha / beta) at 7.70 / 7.70 eV. For the LUMO energy (alpha / beta), the calculation gives -0.61 / -0.60 eV.

***

No. 6
C5H8CrLiO4 | ωB97M-V/def2-TZVPD

Geometry as XYZ:
```
19
Properties=species:S:1:pos:R:3:forces:R:3:mulliken_charge:R:1
C -3.3932 0.8808 0.7023 -1.6 0.5 -0.9 -1.054
C -3.2706 -0.4869 0.1392 2.7 -0.6 0.2 0.369
O -2.6490 -0.7496 -0.8930 -0.9 0.2 1.2 -0.550
Li -2.2278 -2.5187 -1.4716 -0.3 0.1 -0.7 0.944
H -4.3279 0.9357 1.2824 0.5 0.0 0.1 0.347
H -2.5348 1.1515 1.3255 -0.1 -0.3 -0.1 0.310
H -3.5067 1.5890 -0.1327 0.3 -0.1 0.3 0.297
H -3.9840 -0.1584 -2.6338 -1.1 -0.4 -1.4 0.024
H -3.4702 -1.3202 0.8455 -0.7 0.1 -0.3 0.299
O -4.7674 -0.4470 -4.6204 -0.4 0.9 0.4 -0.933
C -3.2584 -2.9704 -3.2779 0.7 0.0 -0.1 -0.009
C -4.9344 -0.4605 -3.2661 1.1 0.6 1.1 -0.037
O -2.6947 -3.1431 -4.3678 0.1 -0.5 0.7 -0.577
O -4.6383 -2.8264 -3.5090 -0.4 -0.5 1.1 -0.331
C -5.3251 -1.8443 -2.7316 -0.3 0.2 0.1 -0.252
Cr -4.2788 -2.0906 -5.4603 0.4 0.1 -1.7 0.363
H -5.6886 0.2739 -2.9179 -0.1 -0.1 -0.1 0.314
H -6.3936 -2.0373 -2.8806 0.2 -0.1 0.1 0.354
H -5.0589 -1.9356 -1.6661 -0.2 -0.2 -0.1 0.124
```
Positions in Å, forces in eV/Å.

The highest occupied orbital energy (alpha / beta) is -0.17582 / -0.29271 hartree. As for the total charge: 0. The calculation puts the gap between HOMO and LUMO (alpha / beta) at 3.91 / 7.09 eV. For the LUMO energy (alpha / beta), the calculation gives -0.87 / -0.87 eV. As for the multiplicity: 6.

***

No. 7
C5H8CuMgO5 | ωB97M-V/def2-TZVPD

Geometry as XYZ:
```
20
Properties=species:S:1:pos:R:3:forces:R:3:mulliken_charge:R:1
C 2.4846 -0.4159 0.1516 -2.0 -1.2 -3.2 0.816
O 3.5667 -0.9812 0.4104 -2.2 2.5 2.2 -1.012
O 2.3681 0.7953 -0.1613 -0.5 -0.5 1.1 -0.604
Cu 4.5032 -2.1422 -0.3517 2.4 -2.8 -1.7 0.981
O 0.8483 0.0405 1.7509 -1.0 -0.1 1.6 -0.346
C -0.1134 -0.9554 1.8127 0.5 -2.7 -0.1 -0.006
C -0.6107 -1.1656 0.4097 -1.1 -1.0 0.1 -0.613
O -0.9070 0.0158 -0.0616 0.0 2.3 -0.2 -0.284
C -1.6426 0.3881 -1.2497 0.2 -0.3 -0.3 -0.504
C -1.7375 1.9135 -1.1416 -0.5 0.0 -0.1 -0.258
O -0.5180 2.4703 -0.8084 0.6 -0.2 0.7 -0.615
Mg 0.6242 1.6158 0.4648 -0.6 0.2 -1.8 0.926
H -0.9978 -0.8255 2.4697 0.5 1.0 0.1 0.382
H 0.3274 -1.9270 2.1211 0.1 0.6 0.3 0.292
H -1.3362 -1.9680 0.2190 0.5 -0.1 0.1 0.364
H 1.4031 -1.2261 -0.1748 2.9 2.1 1.3 0.265
H -2.6034 -0.1406 -1.2353 0.1 0.2 -0.1 0.327
H -1.0196 0.0865 -2.1021 -0.3 0.0 0.1 0.275
H -2.5284 2.1530 -0.4020 0.2 0.0 -0.2 0.268
H -2.1110 2.2687 -2.1216 0.2 0.0 0.3 0.344
```
Positions in Å, forces in eV/Å.

The highest occupied orbital energy (alpha / beta) is -0.42386 / -0.44378 hartree. As for the total charge: +1. The calculation puts the gap between HOMO and LUMO (alpha / beta) at 6.85 / 4.69 eV. For the LUMO energy (alpha / beta), the calculation gives -4.69 / -7.38 eV. As for the multiplicity: 3.

***

No. 8
C5H8F3N4 | ωB97M-V/def2-TZVPD

Geometry as XYZ:
```
20
Properties=species:S:1:pos:R:3:forces:R:3:mulliken_charge:R:1
C -0.8739 -1.5424 0.1009 2.3 0.8 -0.8 0.531
C -1.8091 0.7427 0.1938 -3.4 2.0 -0.4 0.476
C -1.5083 2.1394 0.5618 -0.1 0.2 0.3 -1.429
C 1.4779 -1.5199 -0.6487 0.5 0.3 -0.3 -0.925
C -3.2218 0.3960 -0.2217 0.8 0.4 0.0 0.761
N -1.9710 -2.2014 0.3260 0.4 -0.2 0.0 0.598
N -2.8749 -2.7987 0.6377 -1.4 -0.9 0.4 -0.581
N -0.8523 -0.1769 0.2144 3.2 -2.3 0.0 -0.201
N 0.2443 -2.2069 -0.3416 -1.6 0.6 1.0 -0.124
F -3.8837 1.4770 -0.6031 -0.1 0.2 0.0 -0.258
F -3.2149 -0.4701 -1.2480 0.0 -0.4 -0.4 -0.257
F -3.9213 -0.1815 0.7677 -0.2 -0.2 0.3 -0.232
H -1.9047 2.3569 1.5599 0.1 0.1 0.1 0.293
H -2.0069 2.8355 -0.1145 0.2 0.0 0.0 0.358
H -0.4366 2.3358 0.5689 0.0 0.1 0.0 0.393
H 2.1174 -2.2217 -1.1775 0.0 0.0 0.0 0.297
H 1.2831 -0.6776 -1.3166 0.0 -0.1 0.0 0.379
H 2.0148 -1.1717 0.2413 -0.1 -0.1 0.0 0.361
H 0.0918 0.1966 0.3391 -0.4 -0.2 0.0 0.281
H 0.3162 -3.1844 -0.1022 -0.2 -0.1 -0.1 0.280
```
Positions in Å, forces in eV/Å.

The highest occupied orbital energy (alpha / beta) is -0.41315 / -0.58098 hartree. As for the total charge: +1. The calculation puts the gap between HOMO and LUMO (alpha / beta) at 6.55 / 9.63 eV. For the LUMO energy (alpha / beta), the calculation gives -4.69 / -6.18 eV. As for the multiplicity: 3.